{
  "formula": "C18H30Cl2N2O18PS4",
  "method": "the ωB97M-V functional and the def2-TZVPD basis",
  "lumo_energy_ha": -0.164,
  "gap_ev": 7.323,
  "charge": 1,
  "total_energy_ev": -136651.316,
  "species": ["C", "C", "C", "N", "C", "C", "P", "N", "C", "C", "O", "O", "C", "Cl", "C", "C", "Cl", "H", "H", "H", "H", "H", "H", "H", "H", "H", "H", "H", "H", "H", "H", "C", "C", "O", "S", "O", "O", "O", "H", "H", "H", "H", "C", "C", "O", "S", "O", "O", "O", "H", "H", "H", "H", "C", "C", "O", "S", "O", "O", "O", "H", "H", "H", "H", "C", "C", "O", "S", "O", "O", "O", "H", "H", "H", "H"],
  "positions_angstrom": [[-2.116, -6.047, 1.212], [-2.923, -4.779, 1.155], [-4.265, -4.819, 1.480], [-5.030, -3.730, 1.432], [-4.543, -2.545, 1.057], [-3.220, -2.397, 0.708], [-2.636, -0.716, 0.240], [-1.499, -0.176, 1.159], [-2.401, -3.539, 0.765], [-0.928, -3.511, 0.420], [-0.173, -3.036, 1.219], [-0.496, -4.096, -0.733], [-0.541, -3.306, -1.905], [-2.243, -3.140, -2.473], [0.163, -1.971, -1.772], [0.126, -1.130, -3.040], [1.882, -2.307, -1.409], [-1.083, -5.880, 0.921], [-2.108, -6.454, 2.223], [-2.543, -6.780, 0.528], [-4.723, -5.753, 1.780], [-6.024, -3.761, 1.647], [-5.216, -1.700, 1.012], [-3.814, 0.062, 0.268], [-2.274, -0.731, -1.114], [-1.209, -0.837, 1.870], [-0.041, -3.892, -2.671], [-0.200, -1.351, -0.950], [0.655, -1.644, -3.842], [0.674, -0.219, -2.812], [-0.879, -0.839, -3.320], [2.575, 1.435, 0.197], [3.396, 1.061, 1.411], [4.719, 0.876, 0.895], [4.977, 1.882, -0.328], [5.666, 3.023, 0.138], [5.442, 1.124, -1.433], [3.434, 2.276, -0.579], [2.326, 0.555, -0.400], [1.664, 1.969, 0.455], [3.047, 0.150, 1.889], [3.421, 1.870, 2.144], [0.460, 3.570, -5.347], [0.865, 3.782, -3.904], [-0.373, 3.682, -3.177], [-1.340, 2.643, -3.898], [-1.227, 1.378, -3.252], [-2.604, 3.252, -4.090], [-0.561, 2.556, -5.284], [0.022, 4.470, -5.781], [1.284, 3.232, -5.968], [1.326, 4.749, -3.730], [1.534, 2.993, -3.553], [-8.555, 0.571, 3.057], [-7.824, -0.233, 4.111], [-8.334, -1.570, 3.947], [-8.680, -1.830, 2.417], [-7.586, -2.521, 1.802], [-9.990, -2.341, 2.318], [-8.633, -0.321, 1.925], [-9.570, 0.819, 3.367], [-8.028, 1.479, 2.782], [-8.011, 0.118, 5.121], [-6.748, -0.252, 3.926], [11.253, 3.972, 1.009], [10.515, 4.247, 2.303], [9.222, 4.696, 1.882], [8.805, 3.952, 0.524], [7.969, 2.851, 0.828], [8.422, 4.937, -0.421], [10.264, 3.398, 0.148], [11.616, 4.894, 0.552], [12.081, 3.281, 1.137], [10.998, 5.010, 2.908], [10.389, 3.338, 2.894]],
  "lowdin_charge": [0.01, -0.15, 0.04, 0.13, -0.04, -0.23, 0.76, -0.26, -0.05, -0.46, 0.20, -0.03, -0.67, 0.72, -0.74, -0.14, 0.71, 0.09, 0.11, 0.11, 0.16, 0.14, 0.12, 0.02, -0.01, -0.03, 0.12, 0.06, 0.09, 0.07, 0.04, -0.17, -0.16, -0.18, 0.61, -0.22, -0.21, -0.20, 0.10, 0.13, 0.13, 0.13, -0.14, -0.15, -0.18, 0.60, -0.26, -0.21, -0.18, 0.14, 0.14, 0.14, 0.13, -0.14, -0.15, -0.18, 0.61, -0.26, -0.18, -0.18, 0.14, 0.14, 0.14, 0.13, -0.16, -0.17, -0.19, 0.61, -0.23, -0.21, -0.19, 0.13, 0.13, 0.13, 0.13]
}